DFT (ωB97M-V/def2-TZVPD) results for a 2-piece molecular cluster, H2N4O overall at a distorted geometry.

For the HOMO energy, the calculation gives -0.3068 Eh. The gap between HOMO and LUMO comes out at 9.3 eV. The value obtained for the energy relative to the best compared isomer or geometry (same formula, charge and spin) is 73.8 kcal/mol. The calculation puts the LUMO energy at 0.910 eV.

Cartesian coordinates (Å):
N  1.3304  0.6913  -0.6547
N  1.5684  0.5902  0.4110
N  -1.2228  -0.3868  -0.2407
N  -0.7051  -1.1962  0.4927
O  1.8470  0.4603  1.5125
H  -0.5629  0.0689  -0.8637
H  -2.2551  -0.2277  -0.6571

Atomic forces in eV per Å
-0.46 0.56 -3.00
0.14 -0.28 0.01
-0.33 -0.07 -2.26
-1.40 -0.30 0.90
0.73 -0.19 3.04
-0.06 1.15 -0.48
1.38 -0.87 1.79